(1)
Entry from OMol25: 2 unconnected molecules or ions with the total composition C4H8O (the ωB97M-V functional and the def2-TZVPD basis).

```
13
C4H8O (the ωB97M-V functional and the def2-TZVPD basis)
H 2.3016 0.5750 1.4207
H 1.0739 -1.4409 -0.1613
C 1.7424 0.2017 0.5653
H 0.6514 0.7164 -1.1715
H -1.6272 -1.6941 0.6450
O 1.5772 -1.1474 0.6154
H 1.5185 2.1071 -0.2972
H -1.9297 -1.4325 -1.1668
H -1.7533 1.0084 -0.8427
C -1.7443 -1.0018 -0.1853
C -1.6686 0.3132 -0.0098
H -1.4483 0.7536 0.9590
C 1.3064 1.0412 -0.3708
```

E_HOMO   -0.331 Eh
E   -6323.34128 eV
Frontier orbital gap   0.36917 Eh
SMILES string   C=CO.C=C
LUMO energy   1.028 eV
Relative energy (zero: lowest compared OMol25 entry of this formula, charge and spin)   42.1 kcal per mole

(2)
Entry from OMol25: C4H8O in the gas phase in a non-equilibrium geometry (the ωB97M-V functional and the def2-TZVPD basis).

```
13
C4H8O (the ωB97M-V functional and the def2-TZVPD basis)
H -1.1712 -1.7137 -0.6450
C -0.1104 0.0926 -0.2722
H 0.6615 1.6079 1.0690
H -0.6165 2.3496 -0.0729
H 1.3061 -0.7511 1.1191
H 2.0544 0.1870 -0.2005
H -2.2289 -0.3172 -0.2765
H 1.3804 -1.4055 -0.5564
H -1.2679 -1.0763 1.0196
C 1.2445 -0.5156 0.0561
O 0.0743 0.8688 -1.4011
C -1.2821 -0.8083 -0.0459
C -0.0443 1.4818 0.2067
```

E_HOMO   -0.355 Eh
E   -6322.28990 eV
Frontier orbital gap   0.38310 Eh
SMILES string   CC1(C)CO1
LUMO energy   0.758 eV
Relative energy (zero: lowest compared OMol25 entry of this formula, charge and spin)   66.4 kcal per mole

(3)
Entry from OMol25: C4H8O in the gas phase in a non-equilibrium geometry (the ωB97M-V functional and the def2-TZVPD basis).

```
13
C4H8O (the ωB97M-V functional and the def2-TZVPD basis)
C 0.5761 -0.1975 -1.0751
C 0.6389 0.1403 0.4400
H 0.2627 -1.1879 -1.2193
H 1.6643 0.0219 0.7973
H -2.2227 -0.6223 1.9544
H 0.9793 0.4026 -3.0532
H -1.8581 -0.3985 0.0803
C -1.5748 -0.1479 1.1133
O -0.2322 -0.6654 1.3285
H 1.0978 1.8543 -1.9504
C 0.8874 0.7156 -2.0263
H 0.3233 1.2045 0.7165
H -1.5538 0.9858 1.3360
```

E_HOMO   -0.362 Eh
E   -6323.00888 eV
Frontier orbital gap   0.40469 Eh
SMILES string   C=CCOC
LUMO energy   1.157 eV
Relative energy (zero: lowest compared OMol25 entry of this formula, charge and spin)   49.8 kcal per mole

(4)
Entry from OMol25: C4H8O in the gas phase in a non-equilibrium geometry (the ωB97M-V functional and the def2-TZVPD basis).

```
13
C4H8O (the ωB97M-V functional and the def2-TZVPD basis)
H 1.1362 1.1400 1.1225
H 1.4771 -1.4213 -0.6899
H -0.5933 0.3652 -1.2501
H -2.0326 -0.6196 0.9278
O -2.2934 0.7695 -0.4981
C 0.6966 1.2090 0.1230
C 0.6298 -1.3191 -0.0041
C -1.5835 0.0360 0.1650
H 1.0698 -1.3341 1.0112
H 0.0986 2.1204 0.0481
H 1.5197 1.2895 -0.5985
C -0.1509 -0.0055 -0.2670
H 0.0258 -2.2298 -0.0898
```

E_HOMO   -0.365 Eh
E   -6323.99734 eV
Frontier orbital gap   0.39916 Eh
SMILES string   CC(C)C=O
LUMO energy   0.936 eV
Relative energy (zero: lowest compared OMol25 entry of this formula, charge and spin)   27.0 kcal per mole

(5)
Entry from OMol25: C4H8O in the gas phase in a non-equilibrium geometry (the ωB97M-V functional and the def2-TZVPD basis).

```
13
C4H8O (the ωB97M-V functional and the def2-TZVPD basis)
H 2.3587 0.3211 -0.6794
C 1.3604 -0.1215 -0.4527
O 1.3695 -1.4131 -0.9486
H 0.4449 -1.4872 -1.1924
H -2.0761 0.6689 0.7891
H 1.2641 1.2422 1.2102
H 0.5402 -0.4128 1.5485
C 0.7985 0.3459 0.8234
H -0.3107 1.5012 -0.7571
C -0.1837 0.5301 -0.2906
H -1.6072 -0.9971 0.6150
H -2.3472 -0.1350 -0.7378
C -1.6113 -0.0427 0.0723
```

E_HOMO   -0.325 Eh
E   -6322.59932 eV
Frontier orbital gap   0.36198 Eh
SMILES string   C[C@H]1C[C@H]1O
LUMO energy   1.001 eV
Relative energy (zero: lowest compared OMol25 entry of this formula, charge and spin)   59.2 kcal per mole

(6)
Entry from OMol25: C4H8O in the gas phase in a non-equilibrium geometry (the ωB97M-V functional and the def2-TZVPD basis).

```
13
C4H8O (the ωB97M-V functional and the def2-TZVPD basis)
C -1.0581 -0.3626 0.5474
H 1.3101 -1.8378 0.7783
H 0.7052 0.4099 1.5882
O -1.7058 -0.1708 -0.4980
C 0.4962 1.2606 -0.5412
C 0.3747 0.1564 0.5030
H 1.3273 -1.0845 -1.0375
H 0.0205 1.0064 -1.5271
H 0.1112 2.3761 -0.2896
H 2.5217 -0.5917 0.1290
H 1.6100 1.4008 -0.6007
H -1.3693 -0.9517 1.4173
C 1.4223 -0.9479 0.0785
```

E_HOMO   -0.364 Eh
E   -6323.85357 eV
Frontier orbital gap   0.39358 Eh
SMILES string   CC(C)C=O
LUMO energy   0.805 eV
Relative energy (zero: lowest compared OMol25 entry of this formula, charge and spin)   30.3 kcal per mole

(7)
Entry from OMol25: C4H8O in the gas phase in a non-equilibrium geometry (the ωB97M-V functional and the def2-TZVPD basis).

```
13
C4H8O (the ωB97M-V functional and the def2-TZVPD basis)
C -0.9790 -1.0934 -0.1300
H -1.4244 -1.4031 -1.0715
C -0.9950 0.4393 -0.0207
H -1.7370 0.9290 -0.6840
C 0.4375 0.6139 -0.4407
H 0.5834 0.7370 -1.5020
H 0.0742 -1.3909 -0.1535
H -1.4002 -1.5503 0.7505
C 1.5233 0.6158 0.5113
H 1.1896 0.5219 1.5511
H -1.2153 0.8061 0.9967
H 2.2827 1.3578 0.3361
O 1.6602 -0.5829 -0.1430
```

E_HOMO   -0.348 Eh
E   -6322.06467 eV
Frontier orbital gap   0.38971 Eh
SMILES string   CC[C@H]1CO1
LUMO energy   1.130 eV
Relative energy (zero: lowest compared OMol25 entry of this formula, charge and spin)   71.6 kcal per mole

(8)
Entry from OMol25: C4H8O in the gas phase (the ωB97M-V functional and the def2-TZVPD basis).

```
13
C4H8O (the ωB97M-V functional and the def2-TZVPD basis)
C 1.2904 -1.1215 -0.9640
H -0.7063 -0.6113 -1.8809
C -0.5659 1.1571 0.8996
C -0.3869 -0.1964 0.2461
H -0.7598 1.0515 1.9723
H -1.4086 1.6883 0.4448
H 0.3595 0.7768 -1.5688
O 0.6905 -0.9606 0.8808
H 1.4239 -0.3590 1.0721
C 0.0679 -0.2182 -1.2097
H 0.9379 -2.1641 -1.0552
H -1.2723 -0.8178 0.4034
H 0.3297 1.7753 0.7595
```

E_HOMO   -0.290 Eh
E   -6320.91105 eV
Frontier orbital gap   0.32063 Eh
LUMO energy   0.828 eV
Relative energy (zero: lowest compared OMol25 entry of this formula, charge and spin)   98.2 kcal per mole

(9)
Entry from OMol25: 2 unconnected molecules or ions with the total composition C4H8O in a non-equilibrium geometry (the ωB97M-V functional and the def2-TZVPD basis).

```
13
C4H8O (the ωB97M-V functional and the def2-TZVPD basis)
H 0.2055 0.1120 -2.8038
C 0.4593 0.3544 -1.7324
C 0.9974 -0.3874 1.1249
H 0.4321 1.6081 1.1813
C -0.1708 0.9597 -0.6735
C 0.4855 0.7145 0.6086
O -1.4121 -1.1131 0.6314
H 1.4015 -0.1700 -1.6302
H 1.0699 -1.3040 0.6416
H -1.0832 1.4645 -0.4817
H -1.9550 -0.5529 0.0757
H -1.1116 -1.8410 0.0029
H 1.7089 -0.2588 1.9972
```

E_HOMO   -0.326 Eh
E   -6322.21838 eV
Frontier orbital gap   0.35811 Eh
SMILES string   C=CC=C.O
LUMO energy   0.879 eV
Relative energy (zero: lowest compared OMol25 entry of this formula, charge and spin)   68.0 kcal per mole

(10)
Entry from OMol25: 2 unconnected molecules or ions with the total composition C4H8O in a non-equilibrium geometry (the ωB97M-V functional and the def2-TZVPD basis).

```
13
C4H8O (the ωB97M-V functional and the def2-TZVPD basis)
H 0.1972 1.8384 -0.8545
C -0.4202 -0.3059 -0.3977
H 1.2923 -0.3468 1.8524
H -0.7505 1.1121 1.3719
C -1.2724 0.7307 0.4234
O 1.9203 0.0492 1.2947
H 0.0473 -2.2008 0.1317
H 0.8056 -1.6021 -1.5185
H -1.2812 1.2157 -1.7467
H -2.2300 0.3909 0.4768
H 2.2022 -0.4669 0.5040
C -0.5849 1.1102 -0.8303
C 0.0740 -1.5245 -0.7073
```

E_HOMO   -0.351 Eh
E   -6322.15587 eV
Frontier orbital gap   0.38560 Eh
SMILES string   C=C1CC1.O
LUMO energy   0.951 eV
Relative energy (zero: lowest compared OMol25 entry of this formula, charge and spin)   69.5 kcal per mole

(11)
Entry from OMol25: C4H8O in the gas phase (the ωB97M-V functional and the def2-TZVPD basis).

```
13
C4H8O (the ωB97M-V functional and the def2-TZVPD basis)
O -0.5128 -0.2264 -0.6046
C -1.7314 0.0104 0.1145
H 2.2952 0.1935 -0.6863
C 0.3456 1.2311 -0.2620
C 1.5145 0.2921 0.0744
H 0.2426 -1.1851 1.1093
H -2.2789 -0.9260 0.1439
H 0.4503 1.6188 -1.2853
H 1.9767 0.5047 1.0415
H -1.5438 0.4209 1.1158
H -2.2656 0.7792 -0.4531
C 0.5879 -0.9065 0.1121
H 0.9196 -1.8067 -0.4202
```

E_HOMO   -0.267 Eh
E   -6320.25937 eV
Frontier orbital gap   0.30266 Eh
LUMO energy   0.980 eV
Relative energy (zero: lowest compared OMol25 entry of this formula, charge and spin)   113.2 kcal per mole

(12)
Entry from OMol25: 2 unconnected molecules or ions with the total composition C4H8O2 (the ωB97M-V functional and the def2-TZVPD basis).

```
14
C4H8O2 (the ωB97M-V functional and the def2-TZVPD basis)
H -0.5766 -0.0557 -2.7428
H 1.1027 -1.1181 1.5151
H 3.1110 0.1071 0.8033
C 1.0368 -0.2501 0.8625
O -0.3793 1.1780 -0.4323
H -1.2496 1.5904 -0.3425
C -1.4373 -0.8589 0.4920
H 2.0473 1.2817 -0.1683
H -0.5536 -0.3349 -3.4323
C 2.1208 0.4133 0.4788
O -1.3075 0.1643 1.4899
H -2.2736 -0.7317 -0.1959
C -0.3450 0.1207 0.4590
H -1.2724 -1.8759 0.8474
```

E_HOMO   -0.361 Eh
E   -8369.94617 eV
Frontier orbital gap   0.39709 Eh
SMILES string   C=C[C@@]1(O)CO1.[H][H]
LUMO energy   0.974 eV
Relative energy (zero: lowest compared OMol25 entry of this formula, charge and spin)   76.9 kcal per mole

(13)
Entry from OMol25: C4H8O2 in the gas phase (the ωB97M-V functional and the def2-TZVPD basis).

```
14
C4H8O2 (the ωB97M-V functional and the def2-TZVPD basis)
H -0.5519 -1.8422 0.0585
C -0.8068 -1.3178 -0.8639
H -0.5716 -1.8462 -1.7855
H 2.2411 -0.0622 -0.0422
C 1.6640 0.3041 0.8180
O 0.7525 1.3183 0.4568
H -1.1958 1.8405 0.3986
C -0.5958 0.9231 0.3904
H 2.3597 0.7337 1.5436
H 1.1589 -0.5520 1.2847
H -0.8972 0.3177 1.2617
H -0.6400 0.6757 -1.7916
C -0.8645 0.1417 -0.8663
O -2.0524 -0.6346 -0.8627
```

E_HOMO   -0.364 Eh
E   -8370.65664 eV
Frontier orbital gap   0.40078 Eh
SMILES string   COC[C@H]1CO1
LUMO energy   1.005 eV
Relative energy (zero: lowest compared OMol25 entry of this formula, charge and spin)   60.5 kcal per mole

(14)
Entry from OMol25: C4H8O2 in the gas phase in a non-equilibrium geometry (the ωB97M-V functional and the def2-TZVPD basis).

```
14
C4H8O2 (the ωB97M-V functional and the def2-TZVPD basis)
H 1.9719 -1.0731 0.7200
H -1.1953 -0.3471 -1.9959
H -1.1027 -0.7683 1.7084
C 0.2750 0.1936 -0.0675
H 1.6150 -0.8806 -1.1436
C 1.1871 -0.9501 -0.1325
H 0.7466 -2.0026 -0.2313
O 0.8977 1.4730 -0.0490
H -1.0680 1.4219 -1.2120
C -0.9613 0.3126 -1.0540
O -1.9677 -0.0172 0.0061
C -0.8948 0.0384 0.9904
H 1.4101 1.5769 0.9087
H -0.9136 1.0225 1.5523
```

E_HOMO   -0.351 Eh
E   -8370.08681 eV
Frontier orbital gap   0.37719 Eh
SMILES string   CC1(O)COC1
LUMO energy   0.709 eV
Relative energy (zero: lowest compared OMol25 entry of this formula, charge and spin)   73.7 kcal per mole

(15)
Entry from OMol25: C4H8O2 in the gas phase in a non-equilibrium geometry (the ωB97M-V functional and the def2-TZVPD basis).

```
14
C4H8O2 (the ωB97M-V functional and the def2-TZVPD basis)
H 1.4973 1.6422 -0.3076
C 0.7365 1.1108 0.5280
H -1.5523 -1.5106 0.9656
H -0.9571 0.3289 -1.4088
H 1.0583 1.4280 1.5263
H 1.1538 -0.0985 -1.1755
O 0.4940 -1.2811 0.5599
C -0.8620 -1.2366 0.1407
H -2.3284 0.3378 -0.2937
H 2.4093 -0.0896 0.1566
O -0.6457 1.1835 0.4482
C -1.2489 0.1649 -0.3617
H -1.0940 -1.9455 -0.6802
C 1.3391 -0.0341 -0.0981
```

E_HOMO   -0.333 Eh
E   -8369.71512 eV
Frontier orbital gap   0.36834 Eh
SMILES string   C1COCCO1
LUMO energy   0.955 eV
Relative energy (zero: lowest compared OMol25 entry of this formula, charge and spin)   82.2 kcal per mole

(16)
Entry from OMol25: a molecular structure, C4H8O2 in a non-equilibrium geometry (the ωB97M-V functional and the def2-TZVPD basis).

```
14
C4H8O2 (the ωB97M-V functional and the def2-TZVPD basis)
H 1.2221 2.0169 -0.1463
H -0.5191 -1.5071 -0.6451
H 2.3628 0.2115 1.1059
C -2.0858 -0.3424 0.3775
C -0.5572 -0.6195 0.0369
H 1.4119 1.0677 -1.6881
H 2.3812 -0.8134 -0.4140
O 0.3512 -0.7700 1.0519
H -2.4687 -1.2551 0.8185
C 1.8793 -0.0321 0.1714
O -0.3359 0.6169 -0.5802
C 1.2005 1.0274 -0.6144
H -2.6616 -0.1080 -0.5411
H -2.1807 0.5072 1.0671
```

E_HOMO   -0.348 Eh
E   -8369.71344 eV
Frontier orbital gap   0.35869 Eh
LUMO energy   0.298 eV
Relative energy (zero: lowest compared OMol25 entry of this formula, charge and spin)   82.3 kcal per mole

(17)
Entry from OMol25: 2 unconnected molecules or ions with the total composition C4H8O2 (the ωB97M-V functional and the def2-TZVPD basis).

```
14
C4H8O2 (the ωB97M-V functional and the def2-TZVPD basis)
H -2.0057 -1.4588 -1.4895
H -0.4150 2.4303 0.7866
C 2.4620 -0.1902 0.6588
H 0.8814 -1.0512 -0.4820
C -2.1524 -0.4830 -1.0179
O 3.3309 -0.8582 0.1652
H -3.1539 -0.1150 -1.2561
H 0.4905 -0.7227 1.2502
C 0.9790 -0.3374 0.3398
H -2.0567 -0.5861 0.0681
H 2.6929 0.5871 1.4175
H -1.4000 0.2205 -1.3911
C 0.4333 1.0169 -0.0692
O -0.0864 1.5477 1.0196
```

E_HOMO   -0.333 Eh
E   -8369.50456 eV
Frontier orbital gap   0.34098 Eh
LUMO energy   0.210 eV
Relative energy (zero: lowest compared OMol25 entry of this formula, charge and spin)   87.1 kcal per mole

(18)
Entry from OMol25: 2 unconnected molecules or ions with the total composition C4H8O2 (the ωB97M-V functional and the def2-TZVPD basis).

```
14
C4H8O2 (the ωB97M-V functional and the def2-TZVPD basis)
H -1.0061 -0.6774 -2.7402
O -0.5717 1.1528 -0.1610
C -1.3029 0.2196 0.5278
C 0.8109 1.0549 0.1406
H -1.3545 -1.5437 1.7113
C 1.2542 -0.4015 0.1140
O 0.5676 -1.1426 1.1086
H 2.3221 -0.4959 0.3276
C -0.7661 -0.8376 1.1385
H -0.9718 -0.0450 -2.3488
H 0.9977 1.4763 1.1380
H -2.3666 0.4226 0.5274
H 1.0434 -0.8292 -0.8754
H 1.3435 1.6465 -0.6083
```

E_HOMO   -0.307 Eh
E   -8370.44203 eV
Frontier orbital gap   0.34572 Eh
SMILES string   C1=COCCO1.[H][H]
LUMO energy   1.060 eV
Relative energy (zero: lowest compared OMol25 entry of this formula, charge and spin)   65.5 kcal per mole